1.
This record from OMol25 describes 12 unconnected molecules or ions with the total composition C28H80O20. The level of theory is ωB97M-V with the def2-TZVPD basis set.

Summary:
**Relative energy (zero: lowest compared OMol25 entry of this formula, charge and spin)**: 581.9 kJ/mol
**LUMO energy**: -0.06 eV
**SMILES**: CC(C)O.CC(C)O.CC(C)O.CC(C)O.OCCO.OCCO.OCCO.OCCO.OCCO.OCCO.OCCO.OCCO
**Spin multiplicity**: 1

Positions of all 128 atoms, in Å:
C1 8.5590 -7.3067 2.2967
C2 9.5700 -7.9592 3.1565
C3 10.9659 -7.2731 3.1135
O1 9.0652 -7.8034 4.4750
H1 8.8389 -7.2913 1.2434
H2 8.3784 -6.2379 2.4112
H3 7.5614 -7.7175 2.4523
H4 9.6482 -9.0260 2.9470
H5 10.8324 -6.2995 3.5851
H6 11.2417 -7.0785 2.0771
H7 11.6946 -7.8162 3.7154
H8 8.1093 -7.8924 4.4672
C4 18.0359 0.0324 2.4212
C5 16.5788 -0.1041 2.8401
C6 16.2168 -1.6051 3.0073
O2 16.4362 0.5303 4.0194
H9 18.2399 1.0931 2.2752
H10 18.3386 -0.5667 1.5623
H11 18.6435 -0.3622 3.2356
H12 15.8992 0.4057 2.1571
H13 16.8898 -2.0110 3.7626
H14 16.2758 -2.1364 2.0573
H15 15.2000 -1.7779 3.3596
H16 15.4877 0.6556 4.0981
C7 24.7200 -1.3525 12.1609
C8 25.7098 -2.4598 12.3393
C9 24.9876 -3.7992 12.3061
O3 26.5021 -2.3112 11.1476
H17 25.2651 -0.4287 11.9670
H18 24.1078 -1.2280 13.0541
H19 24.0690 -1.6291 11.3315
H20 26.4168 -2.2705 13.1471
H21 24.4157 -3.9073 13.2277
H22 25.5990 -4.6974 12.2196
H23 24.3370 -3.8818 11.4355
H24 25.9535 -2.6402 10.4318
C10 14.8431 -3.1747 8.6335
C11 16.1493 -2.9707 9.5258
C12 17.3513 -2.9932 8.5485
O4 16.1081 -1.6836 10.0699
H25 14.0663 -3.3537 9.3770
H26 14.8440 -3.9675 7.8854
H27 14.6141 -2.2697 8.0708
H28 16.1962 -3.7964 10.2359
H29 18.2007 -2.7179 9.1736
H30 17.2308 -2.2395 7.7703
H31 17.5763 -3.9851 8.1568
H32 15.4809 -1.1270 9.6025
O5 24.9817 -2.6938 6.2147
C13 23.9845 -1.8682 5.5893
C14 24.5690 -0.7920 4.7119
O6 25.3994 -0.0272 5.6196
H33 25.6467 -2.8922 5.5513
H34 23.3320 -2.4895 4.9757
H35 23.3766 -1.3422 6.3254
H36 23.8349 -0.1084 4.2854
H37 25.1198 -1.1915 3.8604
H38 26.2904 -0.3825 5.5804
O7 6.9716 0.7933 12.1804
C15 7.4195 1.1506 10.8651
C16 8.2999 0.0647 10.2525
O8 7.5061 -0.8485 9.5616
H39 6.3146 1.4547 12.4096
H40 6.6455 1.3872 10.1350
H41 8.0102 2.0481 11.0487
H42 8.9308 -0.3324 11.0476
H43 8.9264 0.5407 9.4982
H44 7.0538 -1.3720 10.2271
O9 9.9052 -8.6229 12.0891
C17 10.4915 -8.0457 10.9253
C18 11.4012 -8.9633 10.0819
O10 10.6229 -9.7090 9.1679
H45 9.2287 -9.2414 11.8039
H46 9.6950 -7.5742 10.3496
H47 11.1307 -7.1926 11.1528
H48 11.9338 -9.6862 10.6998
H49 12.1493 -8.3316 9.6030
H50 10.3259 -9.1120 8.4773
O11 19.0811 -8.3244 10.9096
C19 19.3282 -7.8412 12.2307
C20 20.3990 -8.6947 12.9652
O12 20.3644 -10.1356 12.9110
H51 19.9264 -8.1302 10.4980
H52 19.4752 -6.7691 12.3613
H53 18.4017 -8.0946 12.7459
H54 20.3519 -8.3902 14.0108
H55 21.3359 -8.4395 12.4702
H56 19.4400 -10.3902 12.9578
O13 19.7498 3.8728 7.2752
C21 20.4829 3.0971 8.1241
C22 21.3116 3.9308 9.0134
O14 20.5054 4.5245 10.0161
H57 19.2555 3.3373 6.6503
H58 19.8850 2.3357 8.6249
H59 21.1761 2.5311 7.5018
H60 21.8438 4.7304 8.4980
H61 22.0132 3.2955 9.5540
H62 20.1534 3.7823 10.5128
O15 17.4990 -1.6381 14.8691
C23 18.5838 -0.9734 15.4973
C24 18.5044 0.4808 15.1798
O16 18.7972 0.8450 13.8340
H63 17.3239 -1.2698 14.0001
H64 18.5800 -1.1327 16.5755
H65 19.4884 -1.3008 14.9848
H66 19.2349 0.9440 15.8431
H67 17.5353 0.8775 15.4825
H68 18.1930 0.3749 13.2549
O17 13.1873 2.6804 9.2141
C25 13.9417 3.7845 9.7456
C26 13.0317 5.0212 9.8114
O18 12.7210 5.5299 8.5297
H69 12.7999 2.8093 8.3452
H70 14.3061 3.4632 10.7214
H71 14.8934 4.0378 9.2784
H72 13.4889 5.7811 10.4451
H73 12.0814 4.7414 10.2660
H74 11.8502 5.2470 8.2413
O19 10.5516 0.9476 4.4368
C27 9.7967 -0.1775 4.0445
C28 8.3490 0.2222 3.5783
O20 7.6038 0.5648 4.8117
H75 10.6957 1.4658 3.6416
H76 10.2945 -0.6506 3.1981
H77 9.7219 -0.9571 4.8025
H78 7.8490 -0.6048 3.0742
H79 8.3269 1.1088 2.9446
H80 7.7269 -0.1540 5.4359

Löwdin population analysis, charges in e, atoms 1 to 8: number 1, C, carries -0.089; number 2, C, carries -0.493; number 3, C, carries -0.038; number 4, O, carries -0.067; number 5, H, carries 0.082; number 6, H, carries 0.087; number 7, H, carries 0.082; number 8, H, carries 0.133

2.
This record from OMol25 describes a molecular structure, C37H54CdN3P. The level of theory is ωB97M-V with the def2-TZVPD basis set.

Summary:
**LUMO energy (spin up / spin down)**: 4.38 / 4.38 eV
**Spin multiplicity**: 1
**Total charge**: -2

Positions of all 96 atoms, in Å:
Cd1 -0.4022 0.2451 -0.0265
N1 -0.7931 3.7245 -1.9604
N2 -1.4951 -0.1785 -2.4546
C1 -2.4537 -0.6811 1.8580
C2 -3.3669 0.2411 1.2912
C3 -2.7824 1.5361 1.3165
C4 -3.3662 2.8110 0.8323
H1 -4.3935 2.6657 0.4780
H2 -2.7748 3.2508 0.0130
H3 -3.3870 3.5520 1.6451
C5 -1.4784 1.4266 1.8740
C6 -0.5937 2.5658 2.2418
H4 -0.8385 2.9596 3.2436
H5 -0.6892 3.3917 1.5209
H6 0.4653 2.2642 2.2537
C7 -1.2609 0.0335 2.2162
C8 -0.2082 -0.4490 3.1557
H7 0.7660 0.0059 2.9262
H8 -0.0912 -1.5404 3.1100
H9 -0.4493 -0.1878 4.2021
C9 -4.7332 -0.0761 0.8106
H10 -5.4697 0.0418 1.6217
H11 -4.8042 -1.1124 0.4519
H12 -5.0328 0.5947 -0.0068
C10 -2.6851 -2.1256 2.0946
H13 -1.7354 -2.6734 2.1736
H14 -3.2530 -2.5803 1.2700
H15 -3.2494 -2.3000 3.0269
C11 -0.0067 4.6801 -2.4541
H16 -0.1873 5.7143 -2.1081
C12 1.0402 4.4111 -3.3657
H17 1.6624 5.2459 -3.7162
C13 1.2524 3.0951 -3.7873
H18 2.0456 2.8587 -4.5096
C14 0.4345 2.0852 -3.2629
H19 0.5183 1.0494 -3.5540
C15 -0.5304 2.4372 -2.3007
C16 -1.2998 1.4675 -1.5587
H20 -2.3467 1.7573 -1.4571
C17 -1.1608 -1.1585 -1.6556
C18 -2.2106 -0.6189 -3.5273
H21 -2.5359 0.0611 -4.2762
C19 -2.3597 -1.9711 -3.3989
H22 -2.8359 -2.6902 -4.0351
N3 -1.7408 -2.2929 -2.1841
C20 -1.8966 -3.4928 -1.4738
C21 -3.1702 -4.0787 -1.3489
C22 -3.2945 -5.2533 -0.5931
H23 -4.2741 -5.7523 -0.5388
C23 -2.2009 -5.7929 0.0921
C24 -2.3306 -7.0792 0.8425
H24 -1.6992 -7.0661 1.7360
H25 -2.0131 -7.9276 0.2229
H26 -3.3695 -7.2454 1.1353
C25 -0.9671 -5.1344 0.0331
H27 -0.1033 -5.5386 0.5854
C26 -0.7976 -3.9954 -0.7518
C27 0.5397 -3.3266 -0.8303
H28 0.8024 -2.9951 -1.8424
H29 1.3108 -4.0349 -0.4936
H30 0.6062 -2.4548 -0.1564
C28 -4.3916 -3.4426 -1.9335
H31 -4.3984 -3.4564 -3.0316
H32 -4.5497 -2.4047 -1.5951
H33 -5.2683 -4.0177 -1.6054
C29 2.9998 4.2777 -0.4058
C30 3.5264 2.8439 -0.5708
C31 5.0584 2.8256 -0.5081
P1 2.6958 1.6368 0.5858
C32 2.9851 -0.0631 -0.1975
C33 4.0916 -0.1710 -1.2467
C34 3.0932 -1.2067 0.8131
C35 3.6505 1.9847 2.1697
C36 3.5895 0.9031 3.2480
C37 3.1971 3.3362 2.7610
H34 3.4867 4.8000 0.4292
H35 1.9115 4.3054 -0.2643
H36 3.2235 4.8435 -1.3214
H37 3.1998 2.4862 -1.5623
H38 5.4326 3.3263 0.3946
H39 5.4833 1.8173 -0.5505
H40 5.4477 3.3800 -1.3741
H41 2.0195 -0.1848 -0.7382
H42 5.0903 -0.1533 -0.7900
H43 3.9891 -1.1387 -1.7610
H44 4.0290 0.6063 -2.0176
H45 2.3309 -1.1562 1.6045
H46 2.9497 -2.1659 0.2932
H47 4.0892 -1.2399 1.2772
H48 4.6921 2.0694 1.8255
H49 4.2774 1.1874 4.0587
H50 2.5816 0.8272 3.6827
H51 3.8975 -0.0823 2.8883
H52 2.6031 3.1796 3.6730
H53 4.0733 3.9368 3.0436
H54 2.5873 3.9414 2.0794

Löwdin population analysis, charges in e, atoms 1 to 8: number 1, Cd, carries 1.334; number 2, N, carries 0.084; number 3, N, carries -0.073; number 4, C, carries -0.287; number 5, C, carries -0.264; number 6, C, carries -0.298; number 7, C, carries -0.083; number 8, H, carries 0.060